A 9-piece molecular cluster, C39H103B2F8N6O13 overall, computed with ωB97M-V with the def2-TZVPD basis set.

Calculated values
LUMO level in eV: -6.75
HOMO in eV: -13.77
Charge: +3
Total energy in hartree: -3702.21493
Energy relative to the best compared isomer or geometry (same formula, charge and spin) in kJ/mol: 274.86
Kohn-Sham gap in eV: 7.02

Each line ends with the Mulliken charge.
CARTESIAN COORDINATES (ANGSTROEM)
C1 -0.07 -0.91 -0.19  1.0433
C2 -0.70 0.37 -0.64  1.2896
C3 0.18 1.59 -0.26  0.4797
O1 -1.28 0.27 -1.94  0.4582
H1 0.36 -0.89 0.82  -0.1182
H2 0.77 -1.07 -0.86  -0.7113
H3 -0.77 -1.74 -0.31  -0.5751
H4 -1.60 0.58 -0.07  -1.3798
H5 -0.30 2.54 -0.50  0.3525
H6 1.04 1.48 -0.91  -1.0937
H7 0.64 1.50 0.73  -0.5329
C4 -6.78 -0.22 -2.49  -0.8346
O2 -5.86 -1.23 -2.69  -0.3597
C5 -4.78 -1.45 -1.70  0.2634
C6 -3.67 -2.44 -2.14  -0.4942
N1 -2.78 -1.84 -3.33  2.0014
H8 -3.30 -1.19 -3.91  -0.2095
H9 -2.10 -1.17 -2.99  -0.7140
C7 -2.09 -2.92 -4.23  -0.9631
C8 -1.57 -2.18 -5.53  -0.5052
O3 -2.68 -2.03 -6.40  -0.2990
C9 -2.39 -1.81 -7.76  -0.8343
H10 -7.30 -0.45 -1.56  0.3799
H11 -7.43 -0.25 -3.37  0.3024
H12 -6.38 0.79 -2.41  0.2367
H13 -5.19 -1.77 -0.74  0.7214
H14 -4.23 -0.51 -1.67  -0.5718
H15 -4.05 -3.39 -2.52  0.5518
H16 -2.97 -2.53 -1.32  -0.0835
H17 -2.93 -3.54 -4.56  0.4996
H18 -1.39 -3.44 -3.58  0.4285
H19 -0.96 -2.97 -5.97  0.6294
H20 -0.99 -1.26 -5.44  0.3022
H21 -3.37 -1.86 -8.23  0.2888
H22 -1.74 -2.57 -8.20  0.3596
H23 -1.94 -0.82 -7.90  0.2949
C10 0.80 -3.90 -1.86  -0.8822
O4 0.88 -2.71 -2.65  0.0790
C11 2.16 -2.47 -3.31  -0.4498
C12 2.07 -1.30 -4.28  -0.6915
N2 1.51 -0.04 -3.55  0.9535
H24 0.61 -0.31 -3.16  -0.6390
H25 1.99 0.10 -2.67  -0.2266
C13 1.69 1.28 -4.30  -0.8971
C14 1.75 2.54 -3.48  -0.1190
O5 2.81 2.41 -2.55  -0.3683
C15 3.06 3.54 -1.72  -0.6806
H26 1.21 -4.70 -2.48  0.4339
H27 -0.19 -3.96 -1.41  0.3007
H28 1.52 -3.85 -1.04  0.1080
H29 2.51 -3.38 -3.79  0.6327
H30 2.95 -2.18 -2.60  0.1652
H31 1.40 -1.51 -5.11  0.3361
H32 3.06 -1.04 -4.65  0.4758
H33 0.98 1.40 -5.12  0.4629
H34 2.68 1.08 -4.72  0.4928
H35 0.82 2.52 -2.90  -0.2015
H36 1.66 3.42 -4.12  0.7768
H37 3.12 4.50 -2.24  0.4048
H38 4.08 3.41 -1.36  0.1609
H39 2.35 3.59 -0.90  0.1937
C16 -5.02 -0.17 -5.48  -1.1742
O6 -3.87 0.50 -4.86  0.0383
C17 -3.69 1.83 -5.40  -1.2219
C18 -2.60 2.58 -4.62  -0.7788
N3 -2.68 2.69 -3.14  1.9813
H40 -2.42 1.84 -2.67  -0.9358
H41 -2.15 3.47 -2.78  0.0326
C19 -4.16 2.81 -2.63  -0.5159
C20 -4.23 2.71 -1.06  -0.2787
O7 -3.56 3.76 -0.31  -0.1642
C21 -4.27 5.04 -0.30  -0.9117
H42 -5.92 0.27 -5.07  0.3189
H43 -5.03 -1.25 -5.34  0.2975
H44 -4.96 -0.09 -6.56  0.4513
H45 -4.65 2.34 -5.43  0.4301
H46 -3.44 1.72 -6.45  0.5602
H47 -2.55 3.65 -4.81  0.8979
H48 -1.60 2.19 -4.80  0.0855
H49 -4.64 1.97 -3.13  0.0208
H50 -4.39 3.83 -2.94  0.3991
H51 -3.82 1.74 -0.78  -0.3128
H52 -5.31 2.74 -0.91  0.6182
H53 -3.85 5.65 0.51  0.2802
H54 -5.31 4.82 -0.08  0.4179
H55 -4.22 5.49 -1.29  0.2604
C22 0.88 2.93 3.50  -0.4690
O8 -0.53 3.15 3.79  -0.4102
C23 -1.24 3.62 2.68  0.6338
C24 -2.71 3.63 3.02  -0.9839
N4 -3.25 2.35 3.68  -0.1412
H56 -2.60 2.20 4.43  0.4869
H57 -4.08 2.51 4.23  0.4888
C25 -3.24 1.12 2.77  0.1365
C26 -3.43 -0.16 3.65  0.0520
O9 -4.71 -0.25 4.34  -0.4752
C27 -4.98 -1.55 4.96  -0.5375
H58 1.36 3.73 2.94  0.3621
H59 1.04 2.00 2.95  -0.1140
H60 1.48 2.75 4.40  0.3289
H61 -1.10 2.84 1.93  -0.6651
H62 -0.89 4.60 2.34  0.7073
H63 -3.39 3.67 2.18  0.4549
H64 -2.89 4.40 3.77  0.3521
H65 -2.35 1.11 2.13  -0.3622
H66 -4.08 1.24 2.10  0.2346
H67 -2.60 -0.30 4.34  0.0616
H68 -3.31 -1.03 3.00  0.0905
H69 -4.17 -1.56 5.70  0.2623
H70 -4.85 -2.35 4.23  0.1933
H71 -5.95 -1.74 5.40  0.3047
C28 8.15 -2.94 2.82  -0.9077
O10 7.57 -1.60 2.59  -0.2148
C29 8.40 -0.89 1.63  -0.5554
C30 7.81 0.50 1.62  -0.7090
N5 6.24 0.48 1.43  -0.1048
H72 5.90 -0.29 1.99  0.2948
H73 5.81 1.32 1.78  0.4072
C31 5.76 0.25 -0.03  -0.8997
C32 4.34 -0.38 -0.07  0.1911
O11 4.46 -1.65 0.56  -0.3857
C33 3.24 -2.16 1.21  -0.2198
H74 7.49 -3.67 3.28  0.2528
H75 9.11 -3.01 3.32  0.3608
H76 8.53 -3.33 1.87  0.3744
H77 8.33 -1.27 0.61  0.4043
H78 9.43 -0.87 1.97  0.4766
H79 8.26 1.13 0.84  0.3734
H80 7.94 0.97 2.60  0.3956
H81 6.43 -0.46 -0.50  0.3414
H82 5.87 1.18 -0.58  0.5384
H83 3.88 -0.54 -1.05  -0.1201
H84 3.62 0.31 0.37  0.1812
H85 2.99 -1.54 2.07  0.2653
H86 3.36 -3.13 1.68  0.3882
H87 2.46 -2.18 0.44  -0.2406
C34 5.72 -2.83 5.71  -0.7665
O12 4.71 -2.91 6.68  -0.3678
C35 4.59 -1.75 7.46  -0.5481
C36 3.22 -1.65 8.08  -0.6580
N6 2.14 -1.80 7.01  -0.1756
H88 2.27 -2.62 6.43  0.3890
H89 1.22 -2.09 7.32  0.3934
C37 1.94 -0.46 6.22  -0.9258
C38 0.90 -0.70 5.12  -0.1574
O13 1.27 -1.92 4.43  -0.3250
C39 0.13 -2.39 3.71  -0.6673
H90 6.70 -2.79 6.18  0.4091
H91 5.65 -1.98 5.03  0.2448
H92 5.61 -3.67 5.03  0.3288
H93 4.83 -0.86 6.88  0.3444
H94 5.41 -1.77 8.18  0.5526
H95 3.06 -0.68 8.55  0.3549
H96 3.04 -2.53 8.70  0.4074
H97 2.92 -0.22 5.81  0.4231
H98 1.70 0.30 6.96  0.4216
H99 0.69 0.18 4.51  0.0964
H100 -0.05 -0.82 5.64  0.3805
H101 -0.49 -2.82 4.50  0.4898
H102 0.32 -3.18 2.97  0.2691
H103 -0.30 -1.52 3.21  0.0345
B1 -1.06 5.29 -3.57  0.0415
F1 -0.37 6.53 -3.58  -0.3600
F2 -0.76 4.70 -4.73  -0.3811
F3 -0.55 4.46 -2.62  -0.1393
F4 -2.40 5.52 -3.33  -0.3023
B2 -2.88 -3.90 1.50  0.2863
F5 -3.65 -2.86 1.00  -0.2418
F6 -1.51 -3.71 1.23  -0.2653
F7 -3.05 -3.77 2.83  -0.3465
F8 -3.30 -5.18 1.17  -0.3399

A 2-piece molecular cluster, H4O2 overall, computed with ωB97M-V with the def2-TZVPD basis set.

Calculated values
LUMO level in eV: 0.58
HOMO in eV: -11.68
Total energy in hartree: -152.86315
Energy relative to the best compared isomer or geometry (same formula, charge and spin) in kJ/mol: 30.94
Kohn-Sham gap in eV: 12.25

Each line ends with the natural charge from an NBO analysis.
CARTESIAN COORDINATES (ANGSTROEM)
H1 2.40 0.43 0.44  0.4695
H2 1.14 0.45 -0.44  0.4601
H3 -2.55 0.50 -0.02  0.4679
H4 -1.01 0.48 0.04  0.4587
O1 1.79 -0.11 -0.02  -0.9291
O2 -1.79 -0.12 0.02  -0.9271

One molecule with the formula C5H4N4, computed with ωB97M-V with the def2-TZVPD basis set.

Calculated values
LUMO level in eV: -0.78
HOMO in eV: -8.84
Total energy in hartree: -411.83003
Energy relative to the best compared isomer or geometry (same formula, charge and spin) in kJ/mol: 389.26
Kohn-Sham gap in eV: 8.06

Each line ends with the natural charge from an NBO analysis.
CARTESIAN COORDINATES (ANGSTROEM)
C1 2.05 0.76 0.81  0.1942
C2 0.16 0.46 -0.01  0.1198
C3 0.56 -0.77 0.48  0.0933
C4 -1.47 -0.16 -0.64  0.1297
C5 -2.38 0.52 -1.31  -0.3157
N1 1.09 1.41 0.19  -0.4687
N2 -0.30 -1.81 0.32  -0.1157
N3 -1.37 -1.47 -0.27  -0.2099
N4 1.80 -0.56 1.02  -0.5040
H1 2.96 1.24 1.13  0.2009
H2 -3.27 0.04 -1.68  0.2189
H3 -2.25 1.57 -1.51  0.2266
H4 2.41 -1.23 1.46  0.4305

C39H50ClN7O6PY as an isolated structure, computed with ωB97M-V with the def2-TZVPD basis set.

Calculated values
LUMO level in eV: 4.32
HOMO in eV: -1.56
Charge: -2
Total energy in hartree: -3191.03639
Energy relative to the best compared isomer or geometry (same formula, charge and spin) in kJ/mol: 43.02
Kohn-Sham gap in eV: 5.88

Each line ends with the Mulliken charge.
CARTESIAN COORDINATES (ANGSTROEM)
Y1 -0.76 1.64 0.62  0.0393
O1 0.39 3.46 1.45  -0.0065
C1 1.25 4.31 1.05  0.2412
C2 2.13 4.94 1.99  -0.8426
C3 3.07 5.87 1.60  -0.4323
C4 3.20 6.26 0.26  -0.8482
C5 2.36 5.67 -0.66  -0.6908
C6 1.40 4.71 -0.31  0.9155
C7 0.58 4.18 -1.40  -0.4037
N1 -0.31 3.29 -1.36  0.7229
C8 -0.99 3.00 -2.62  -1.3641
C9 -1.90 1.77 -2.46  -0.2686
N2 -2.59 1.98 -1.20  0.5594
C10 -3.77 2.45 -1.22  -0.9131
C11 -4.44 3.05 -0.08  1.1379
C12 -5.81 3.30 -0.18  -0.4722
C13 -6.52 3.95 0.81  -0.8262
C14 -5.80 4.38 1.94  -0.3707
C15 -4.45 4.18 2.06  -0.9890
C16 -3.69 3.49 1.06  -0.2004
O2 -2.44 3.33 1.18  -0.1411
H1 2.03 4.63 3.02  0.4095
H2 3.72 6.30 2.35  0.3545
H3 3.94 6.98 -0.04  0.3527
H4 2.44 5.94 -1.71  0.2698
H5 0.80 4.66 -2.37  0.1270
H6 -1.63 3.85 -2.89  0.3388
H7 -0.27 2.84 -3.43  0.6253
H8 -2.57 1.68 -3.32  0.6531
H9 -1.28 0.87 -2.36  -0.4510
H10 -4.32 2.48 -2.18  0.0581
H11 -6.33 2.97 -1.08  0.2936
H12 -7.59 4.12 0.72  0.3510
H13 -6.33 4.90 2.74  0.3596
H14 -3.90 4.52 2.93  0.3812
O3 -0.70 -0.20 4.75  -0.5387
C17 -0.31 0.60 3.75  0.2880
O4 -1.05 1.35 3.17  -0.2485
C18 1.14 0.52 3.36  -0.1087
C19 2.14 0.13 4.22  -0.4537
C20 3.46 0.25 3.76  -0.8697
C21 3.68 0.75 2.49  -0.9853
C22 2.59 1.07 1.68  0.4572
N3 1.35 0.94 2.12  1.4016
C23 2.79 1.54 0.24  -0.0471
O5 3.97 1.71 -0.12  -0.9227
O6 1.73 1.64 -0.42  -0.2699
H15 -1.67 -0.26 4.62  0.3941
H16 1.91 -0.24 5.21  0.5531
H17 4.28 -0.03 4.40  0.3912
H18 4.67 0.88 2.08  0.5949
Cl1 -3.33 -0.75 3.01  -0.4218
C24 -2.97 0.28 1.39  -0.8562
H19 -3.83 0.96 1.43  0.4825
H20 -3.20 -0.46 0.61  0.2334
N4 -0.46 -0.37 -0.31  0.4552
P1 0.25 -1.69 -0.53  -1.7918
N5 -0.61 -2.58 -1.72  1.0128
C25 -1.94 -2.20 -2.12  -0.2851
C26 -2.11 -2.35 -3.62  -0.7463
C27 -1.77 -3.77 -4.06  -1.0510
C28 -0.39 -4.18 -3.56  -0.7473
C29 -0.26 -3.94 -2.05  -0.3985
N6 1.81 -1.84 -1.15  1.1246
C30 3.00 -1.68 -0.33  0.4011
C31 4.14 -2.50 -0.92  -1.3951
C32 4.44 -1.99 -2.33  -0.8512
C33 3.16 -1.97 -3.18  -0.9207
C34 2.04 -1.22 -2.46  -0.1721
N7 0.36 -2.72 0.80  1.1814
C35 -0.85 -2.75 1.62  0.8699
C36 -0.53 -3.29 3.00  -0.5702
C37 -0.03 -4.75 2.92  -0.7566
C38 0.56 -5.05 1.54  -1.0884
C39 1.29 -3.82 0.99  -0.3028
H21 -2.12 -1.19 -1.76  -0.5193
H22 -2.69 -2.85 -1.62  0.3455
H23 -1.44 -1.64 -4.12  0.2618
H24 -3.13 -2.09 -3.92  0.4524
H25 -1.84 -3.89 -5.14  0.4440
H26 -2.51 -4.45 -3.62  0.3214
H27 0.37 -3.56 -4.06  0.2024
H28 -0.18 -5.22 -3.80  0.4023
H29 0.75 -4.16 -1.73  0.1698
H30 -0.93 -4.66 -1.53  0.2693
H31 2.80 -1.95 0.71  0.4181
H32 3.33 -0.64 -0.33  -0.4510
H33 3.84 -3.56 -0.96  0.3075
H34 5.03 -2.42 -0.29  0.3590
H35 5.22 -2.58 -2.81  0.5093
H36 4.81 -0.96 -2.24  0.3014
H37 2.83 -3.00 -3.37  0.2005
H38 3.36 -1.50 -4.15  0.3993
H39 1.12 -1.27 -3.05  0.2276
H40 2.29 -0.16 -2.33  0.1101
H41 -1.62 -3.38 1.15  0.1900
H42 -1.26 -1.75 1.68  -1.4120
H43 -1.41 -3.20 3.64  0.4979
H44 0.25 -2.65 3.45  0.0714
H45 -0.85 -5.44 3.13  0.3560
H46 0.73 -4.93 3.69  0.3219
H47 -0.23 -5.32 0.84  0.2087
H48 1.25 -5.90 1.59  0.4793
H49 1.78 -4.07 0.05  0.2301
H50 2.10 -3.57 1.70  0.3136